{
  "formula": "C5H13BrIN3O3P",
  "method": "the ωB97M-V functional and the def2-TZVPD basis",
  "symbols": ["N", "C", "N", "P", "O", "Br", "N", "I", "H", "H", "H", "H", "H", "O", "C", "O", "C", "C", "C", "H", "H", "H", "H", "H", "H", "H", "H"],
  "coordinates": [[-1.953, 1.050, 1.930], [-1.516, 2.095, 1.151], [-0.821, 1.858, 0.011], [-1.609, 2.085, -1.592], [-0.975, 3.450, -2.157], [-3.670, 2.799, -1.135], [-1.774, 3.259, 1.625], [-1.170, 5.036, 0.825], [-1.169, 0.427, 2.111], [-2.706, 0.554, 1.464], [-0.626, 0.858, 0.018], [-0.045, 3.301, -2.387], [-2.285, 3.284, 2.493], [-0.617, -1.700, 1.483], [0.389, -1.813, 0.830], [0.356, -1.429, -0.459], [1.524, -1.374, -1.299], [1.833, -2.717, -1.922], [1.639, -2.434, 1.399], [2.372, -0.964, -0.750], [1.278, -0.657, -2.080], [2.066, -3.467, -1.166], [2.684, -2.635, -2.597], [0.973, -3.079, -2.483], [1.550, -3.517, 1.331], [1.714, -2.153, 2.446], [2.557, -2.119, 0.909]],
  "forces_ev_per_angstrom": [[-0.04, -0.31, 0.75], [0.38, -0.34, 0.05], [-0.71, 0.17, -0.12], [-0.03, -0.52, -0.81], [0.06, 0.14, 0.27], [0.47, 0.00, 0.13], [0.19, 1.48, -0.42], [-0.10, -0.05, 0.24], [-0.34, -0.55, 0.06], [0.03, -0.33, 0.07], [0.22, -0.16, -0.24], [-0.03, 0.18, -0.17], [-0.15, -0.05, 0.17], [-0.16, 0.47, 0.02], [0.34, -0.55, 0.05], [-0.19, 0.54, 0.00], [0.28, -0.18, -0.22], [-0.12, -0.11, 0.12], [0.17, 0.35, 0.01], [-0.03, -0.05, 0.07], [-0.14, 0.03, 0.05], [0.08, 0.02, 0.02], [0.01, 0.03, -0.01], [0.01, 0.04, -0.06], [-0.01, -0.03, 0.00], [-0.15, -0.12, 0.05], [-0.03, -0.12, -0.10]],
  "mulliken_charge": [-0.5400, 0.5557, -0.2436, 0.4809, -0.4431, -0.1538, -0.4117, 0.3527, 0.2521, 0.2882, 0.1507, 0.3587, 0.3282, -0.6081, 0.8728, -0.3365, -0.4391, -1.0661, -1.1471, 0.4250, 0.3285, 0.2883, 0.3789, 0.3194, 0.2863, 0.3462, 0.3764],
  "total_charge": 1,
  "lumo_ev": -4.31,
  "gap_ev": 8.763
}


{
  "formula": "C29H28BrN5O2Pd",
  "method": "the ωB97M-V functional and the def2-TZVPD basis",
  "symbols": ["Pd", "N", "C", "C", "C", "C", "C", "C", "C", "C", "C", "C", "C", "C", "N", "C", "C", "C", "C", "N", "H", "H", "H", "H", "H", "H", "H", "H", "H", "H", "Br", "C", "C", "C", "C", "C", "C", "C", "O", "O", "H", "H", "H", "H", "C", "C", "N", "C", "C", "C", "C", "N", "H", "H", "H", "H", "H", "H", "H", "H", "H", "H", "H", "H", "H", "H"],
  "coordinates": [[0.824, 0.156, -0.444], [-8.135, -0.045, -5.615], [-7.143, -0.056, -5.033], [-5.899, -0.071, -4.302], [-5.903, 0.155, -2.928], [-4.707, 0.143, -2.230], [-3.510, -0.103, -2.894], [-3.514, -0.332, -4.266], [-4.704, -0.313, -4.973], [-2.222, -0.130, -2.141], [-1.640, -1.358, -1.923], [-2.148, -2.660, -2.258], [-1.233, -3.563, -1.802], [-0.183, -2.792, -1.204], [-0.418, -1.506, -1.274], [-1.723, 1.123, -1.715], [-2.284, 2.387, -1.986], [-1.474, 3.343, -1.393], [-0.435, 2.641, -0.771], [-0.581, 1.326, -0.962], [-6.838, 0.339, -2.416], [-4.697, 0.324, -1.163], [-2.579, -0.522, -4.777], [-4.713, -0.486, -6.041], [-3.083, -2.862, -2.758], [-1.276, -4.638, -1.871], [0.725, -3.163, -0.747], [-3.183, 2.555, -2.559], [-1.600, 4.413, -1.398], [0.398, 3.023, -0.201], [7.842, -1.742, 1.090], [6.843, -0.901, -0.283], [7.502, -0.407, -1.398], [6.764, 0.209, -2.400], [5.388, 0.332, -2.283], [4.745, -0.172, -1.161], [5.471, -0.795, -0.153], [3.264, -0.036, -1.032], [2.688, -0.607, -0.018], [2.594, 0.608, -1.872], [8.576, -0.504, -1.480], [7.272, 0.596, -3.274], [4.797, 0.816, -3.049], [4.957, -1.191, 0.711], [2.528, 0.666, 4.402], [1.601, -0.533, 4.219], [0.210, -0.184, 3.948], [-0.741, -0.307, 5.048], [-0.694, 0.856, 6.031], [-0.150, 0.269, 2.719], [-1.590, 0.626, 2.467], [0.668, 0.408, 1.734], [3.530, 0.325, 4.667], [2.167, 1.317, 5.199], [2.608, 1.262, 3.493], [1.603, -1.141, 5.124], [1.967, -1.179, 3.416], [-0.520, -1.242, 5.567], [-1.744, -0.417, 4.643], [0.274, 0.915, 6.530], [-1.459, 0.737, 6.800], [-0.867, 1.804, 5.518], [-1.960, 1.349, 3.194], [-2.226, -0.259, 2.516], [-1.660, 1.050, 1.470], [1.626, 0.150, 1.940]],
  "forces_ev_per_angstrom": [[0.17, -0.22, 0.67], [0.04, 0.00, 0.03], [0.09, 0.00, 0.05], [-0.17, 0.00, -0.09], [0.03, 0.00, 0.02], [-0.04, 0.03, -0.01], [0.09, -0.04, 0.03], [-0.05, -0.03, -0.03], [0.05, 0.00, 0.00], [-0.01, 0.02, 0.04], [0.08, 0.14, 0.02], [-0.01, 0.05, 0.03], [0.04, 0.03, 0.03], [0.01, -0.07, -0.06], [0.12, -0.17, -0.11], [0.03, -0.04, 0.06], [-0.12, 0.12, -0.04], [-0.06, -0.03, -0.01], [-0.11, -0.05, -0.01], [-0.85, 0.46, -0.24], [0.01, 0.00, -0.01], [0.00, -0.01, -0.02], [-0.01, 0.00, 0.01], [0.00, 0.00, 0.01], [0.02, 0.01, 0.01], [0.01, 0.03, 0.01], [0.00, -0.01, 0.00], [0.03, 0.02, 0.01], [-0.01, -0.02, -0.01], [0.01, -0.01, -0.01], [0.02, -0.01, 0.03], [-0.03, 0.01, -0.03], [-0.01, 0.01, -0.01], [0.01, 0.00, 0.00], [0.03, 0.03, -0.02], [-0.06, 0.00, 0.02], [0.01, -0.03, -0.01], [-0.54, -0.05, -0.08], [0.16, -0.02, -0.63], [0.74, -0.28, 0.48], [0.00, 0.00, 0.00], [-0.01, 0.00, 0.01], [0.00, -0.01, 0.01], [0.00, 0.00, 0.00], [0.02, 0.01, 0.01], [-0.02, 0.02, 0.01], [0.00, 0.03, -0.07], [0.05, 0.01, -0.01], [0.00, 0.03, 0.02], [-0.32, 0.04, -0.14], [-0.01, -0.03, -0.01], [0.59, 0.09, -0.14], [-0.02, 0.00, -0.02], [0.01, -0.01, -0.01], [-0.02, 0.01, 0.02], [0.00, 0.00, 0.02], [0.01, 0.00, -0.01], [0.00, -0.02, 0.02], [0.00, 0.02, -0.01], [-0.01, -0.01, -0.01], [0.02, -0.01, -0.02], [-0.01, -0.01, 0.01], [0.02, 0.00, 0.00], [0.02, -0.01, 0.00], [-0.01, 0.00, 0.01], [-0.01, -0.02, 0.20]],
  "mulliken_charge": [-0.0539, -0.5276, -0.0957, 0.6199, -0.9291, 0.0391, -1.0838, -0.0368, -0.8730, 0.3832, 0.4732, -0.6011, -1.0879, -0.5295, 0.5162, 0.6122, -0.3928, -1.2059, -0.5816, 0.5764, 0.4387, 0.5011, 0.5089, 0.4449, 0.5225, 0.4321, 0.5267, 0.5548, 0.4423, 0.5104, -0.2053, -0.0480, -0.3888, -0.5276, -0.4475, 0.2607, -0.3954, 1.2793, -0.8211, -0.7925, 0.3998, 0.3883, 0.4299, 0.4799, -0.9096, -1.1110, 0.2036, -0.7932, -1.0586, 1.0134, -1.2212, -0.2209, 0.3892, 0.2939, 0.2800, 0.4260, 0.4833, 0.3804, 0.4106, 0.2895, 0.4123, 0.2614, 0.3403, 0.3634, -0.0338, 0.0856],
  "de_lowest_kj_mol": 142.9,
  "lumo_ev": -0.66,
  "gap_ev": 6.991
}


{
  "formula": "C35H95HgN8O9",
  "method": "the ωB97M-V functional and the def2-TZVPD basis",
  "symbols": ["Hg", "C", "C", "C", "O", "H", "H", "H", "H", "H", "H", "H", "C", "C", "C", "O", "C", "N", "H", "H", "H", "H", "H", "H", "H", "H", "H", "H", "H", "C", "C", "C", "O", "C", "N", "H", "H", "H", "H", "H", "H", "H", "H", "H", "H", "H", "C", "C", "C", "O", "C", "N", "H", "H", "H", "H", "H", "H", "H", "H", "H", "H", "H", "C", "C", "C", "O", "C", "N", "H", "H", "H", "H", "H", "H", "H", "H", "H", "H", "H", "C", "C", "C", "O", "C", "N", "H", "H", "H", "H", "H", "H", "H", "H", "H", "H", "H", "C", "C", "C", "O", "C", "N", "H", "H", "H", "H", "H", "H", "H", "H", "H", "H", "H", "C", "C", "C", "O", "C", "N", "H", "H", "H", "H", "H", "H", "H", "H", "H", "H", "H", "C", "C", "C", "O", "C", "N", "H", "H", "H", "H", "H", "H", "H", "H", "H", "H", "H"],
  "coordinates": [[13.189, 14.747, 13.061], [16.954, 15.600, 15.703], [16.369, 14.856, 14.470], [17.069, 13.536, 14.142], [14.976, 14.874, 14.415], [16.321, 16.442, 15.969], [17.924, 16.007, 15.414], [17.067, 14.903, 16.533], [16.673, 15.583, 13.700], [18.157, 13.620, 14.127], [16.699, 13.094, 13.215], [16.941, 12.794, 14.938], [21.681, 21.784, 16.099], [22.171, 21.085, 17.394], [21.183, 19.994, 17.911], [21.084, 19.054, 16.878], [20.001, 18.164, 17.062], [23.475, 20.483, 17.162], [20.676, 22.150, 16.324], [21.557, 21.129, 15.235], [22.330, 22.585, 15.751], [22.294, 21.849, 18.165], [20.264, 20.479, 18.259], [21.688, 19.545, 18.775], [19.999, 17.612, 18.008], [20.124, 17.403, 16.289], [19.069, 18.725, 16.960], [23.304, 19.624, 16.651], [23.940, 20.240, 18.028], [14.773, 13.115, 17.985], [14.635, 11.897, 17.042], [13.974, 10.719, 17.763], [14.617, 10.195, 18.921], [16.011, 9.976, 18.685], [13.816, 12.308, 15.912], [13.818, 13.388, 18.436], [15.136, 14.018, 17.496], [15.460, 12.851, 18.791], [15.642, 11.552, 16.777], [13.845, 9.885, 17.054], [12.937, 10.929, 18.035], [16.349, 9.335, 19.498], [16.653, 10.858, 18.733], [16.144, 9.493, 17.714], [13.864, 11.551, 15.232], [14.313, 13.077, 15.463], [21.742, 15.638, 9.188], [22.182, 16.398, 10.431], [21.310, 16.034, 11.635], [19.979, 16.477, 11.369], [19.197, 16.226, 12.519], [23.549, 15.931, 10.753], [22.188, 16.044, 8.275], [20.673, 15.782, 9.020], [22.049, 14.593, 9.210], [22.202, 17.476, 10.257], [21.601, 16.641, 12.503], [21.349, 14.968, 11.878], [19.512, 16.815, 13.386], [19.226, 15.169, 12.806], [18.144, 16.444, 12.339], [23.850, 16.606, 11.462], [24.203, 16.226, 10.030], [19.483, 10.887, 15.122], [20.109, 11.530, 16.373], [19.137, 12.575, 16.931], [19.579, 12.955, 18.209], [18.841, 14.063, 18.738], [20.289, 10.448, 17.350], [20.070, 10.141, 14.576], [19.361, 11.647, 14.345], [18.638, 10.261, 15.411], [21.057, 12.035, 16.164], [18.111, 12.201, 17.053], [19.138, 13.434, 16.247], [19.124, 14.955, 18.178], [19.057, 14.173, 19.798], [17.778, 13.819, 18.689], [20.553, 10.854, 18.244], [21.118, 9.934, 17.069], [10.845, 8.941, 14.555], [11.938, 9.935, 14.121], [13.306, 9.224, 14.087], [14.360, 10.157, 14.066], [15.609, 9.643, 13.652], [11.541, 10.513, 12.816], [9.889, 9.454, 14.631], [11.196, 8.485, 15.482], [10.741, 8.131, 13.829], [12.038, 10.717, 14.874], [13.345, 8.464, 13.298], [13.417, 8.720, 15.055], [15.476, 9.097, 12.710], [16.036, 8.858, 14.285], [16.329, 10.444, 13.500], [11.518, 9.736, 12.161], [10.593, 10.865, 12.877], [22.540, 11.946, 12.061], [21.429, 10.944, 11.711], [20.202, 11.668, 11.152], [19.168, 10.700, 11.062], [18.015, 11.250, 10.487], [21.998, 9.918, 10.863], [23.418, 11.504, 12.525], [22.154, 12.651, 12.806], [22.818, 12.549, 11.193], [21.181, 10.544, 12.696], [20.410, 12.095, 10.164], [19.848, 12.474, 11.810], [17.594, 11.950, 11.227], [17.220, 10.516, 10.349], [18.186, 11.775, 9.543], [22.312, 10.279, 9.969], [21.221, 9.299, 10.640], [13.888, 16.885, 18.394], [13.676, 17.856, 17.221], [14.746, 18.946, 17.160], [14.882, 19.525, 18.439], [15.990, 20.439, 18.550], [13.481, 17.018, 16.034], [13.033, 16.219, 18.496], [13.954, 17.410, 19.347], [14.841, 16.370, 18.266], [12.771, 18.448, 17.387], [14.387, 19.683, 16.431], [15.694, 18.546, 16.778], [15.666, 21.466, 18.378], [16.763, 20.184, 17.825], [16.303, 20.343, 19.587], [14.295, 16.435, 15.868], [13.370, 17.600, 15.208], [14.537, 11.053, 10.717], [14.477, 12.412, 11.420], [15.025, 13.583, 10.602], [14.643, 14.827, 11.163], [15.338, 15.906, 10.555], [13.091, 12.779, 11.835], [13.970, 10.274, 11.218], [15.583, 10.753, 10.655], [14.236, 11.182, 9.674], [14.980, 12.302, 12.384], [14.712, 13.510, 9.557], [16.117, 13.546, 10.672], [14.966, 16.879, 10.876], [15.147, 15.921, 9.479], [16.412, 15.906, 10.745], [12.715, 11.899, 12.254], [12.535, 12.886, 10.985]],
  "forces_ev_per_angstrom": [[2.16, -1.06, 0.96], [-0.49, -0.97, -0.21], [1.04, 1.99, -2.06], [-0.36, -0.34, 0.95], [-2.03, -0.79, 1.12], [-0.05, -0.04, 0.11], [0.11, -0.15, 0.13], [0.01, 0.23, 0.27], [0.27, -0.34, -0.47], [-0.03, 0.41, -0.41], [0.15, 0.14, -0.08], [-0.46, -0.02, 0.02], [-0.60, -0.43, 0.51], [-0.03, -0.19, -0.48], [1.52, 1.47, 0.06], [-0.79, -0.41, 0.34], [0.33, -0.16, -0.48], [0.21, -0.01, -0.32], [0.05, 0.39, -0.20], [0.17, -0.40, 0.28], [0.05, 0.12, 0.43], [-0.15, -0.01, 0.05], [-0.41, -0.40, -0.40], [-0.28, -0.12, 0.16], [0.21, 0.34, 0.26], [-0.35, 0.11, -0.16], [-0.21, -0.26, -0.05], [0.30, -0.04, -0.04], [-0.06, -0.03, 0.04], [0.12, -0.66, 0.21], [-0.20, 0.90, 1.46], [-0.63, -0.70, -0.10], [0.63, 0.99, -0.63], [-0.36, -0.50, 0.52], [0.19, -0.46, -0.59], [-0.10, -0.19, -0.06], [0.15, -0.13, -0.30], [-0.02, 0.17, 0.11], [0.08, 0.18, -0.37], [0.36, -0.05, -0.31], [0.14, 0.48, 0.28], [0.01, -0.21, -0.18], [-0.31, 0.32, -0.13], [0.20, -0.17, 0.03], [-0.02, 0.29, 0.10], [-0.15, 0.23, 0.04], [-0.35, 0.75, -0.68], [0.62, -1.32, -0.33], [-0.19, 1.55, -0.37], [-0.46, -0.63, 0.44], [-0.30, -0.13, -0.11], [0.43, 1.28, 0.70], [0.28, 0.14, 0.17], [-0.06, -0.42, 0.17], [-0.29, -0.09, 0.34], [-0.54, 0.03, 0.04], [0.58, -0.40, 0.15], [0.05, -0.05, -0.13], [0.17, 0.12, -0.02], [0.19, -0.12, -0.01], [0.10, 0.27, -0.32], [0.12, -0.57, 0.48], [-0.34, -0.44, -0.51], [0.85, -0.01, -0.44], [-0.77, -0.93, 0.05], [0.39, -0.13, 0.19], [0.23, 0.54, 0.61], [0.29, -1.03, -0.19], [0.45, 0.29, 0.20], [0.76, 0.11, 0.57], [-0.86, 0.00, 0.09], [-0.59, 0.74, -0.05], [-0.03, 0.11, -0.24], [-0.06, -0.23, -0.41], [-0.14, 0.07, 0.00], [-0.35, 0.25, 0.07], [0.40, 0.00, -0.08], [-0.23, 0.36, -0.30], [-0.21, 0.06, 0.03], [-0.16, -0.26, -0.05], [1.10, 0.03, 0.08], [-0.34, -0.74, -0.09], [-0.63, 0.00, 0.94], [0.36, 0.49, -0.93], [-0.06, -1.06, -0.74], [0.99, 0.09, 0.02], [-0.02, -0.11, 0.36], [-0.64, 0.02, 0.24], [0.02, 0.04, -0.11], [-0.23, 0.21, -0.14], [0.23, 0.17, -0.22], [-0.31, -0.44, -0.18], [0.05, 0.28, -0.25], [-0.14, 0.37, 0.64], [-0.11, 0.14, 0.22], [-0.16, 0.08, -0.15], [-0.04, -0.03, 0.05], [-0.68, 0.79, 0.05], [1.36, 1.33, 0.63], [0.13, -0.55, 0.33], [-0.22, -0.29, -0.72], [-0.42, 0.31, 0.85], [-1.06, -0.68, -0.06], [-0.03, -0.34, -0.32], [-0.03, 0.10, -0.05], [0.25, -0.08, -0.01], [-0.40, -0.58, -0.31], [0.07, 0.01, -0.05], [0.22, 0.12, 0.10], [-0.04, 0.36, -0.22], [0.76, -0.45, -0.16], [0.17, -0.02, -0.06], [0.09, 0.29, 0.11], [0.30, -0.29, -0.13], [-0.08, 0.89, 0.28], [-0.49, -0.39, 1.04], [-0.14, -0.15, -0.36], [0.55, 0.11, -0.40], [-1.07, -0.46, 0.12], [0.19, 0.68, -0.45], [0.22, -0.31, -0.32], [0.09, 0.19, -0.13], [-0.14, -0.36, -0.06], [-0.31, -0.41, 0.07], [0.19, 0.21, -0.10], [0.21, -0.04, 0.18], [-0.05, 0.04, -0.12], [0.25, -0.05, 0.20], [0.43, 0.10, -0.10], [-0.07, -0.13, -0.05], [0.07, 0.05, 0.01], [0.48, 0.95, -0.71], [-0.48, 0.42, 0.86], [0.94, -0.62, 0.42], [0.01, 0.34, -0.27], [-0.03, 0.91, -0.70], [-0.34, -0.50, -0.42], [-0.10, 0.12, 0.05], [-0.37, -0.07, 0.24], [-0.38, -0.27, 0.03], [0.32, 0.23, -0.17], [-0.07, 0.09, -0.04], [0.04, -0.15, -0.40], [-0.27, -0.30, 0.56], [0.20, -0.32, -0.08], [0.01, -0.41, 0.07], [-0.59, 0.43, 0.50], [-0.12, 0.19, 0.07]],
  "mulliken_charge": [1.5529, 0.1051, 0.5532, 2.0102, -0.4635, -0.7169, 0.3442, -0.2237, -0.6398, -0.0428, -1.3048, -0.6659, -1.3144, 0.2015, -0.5655, -0.3190, -0.6611, -0.7258, 0.3300, 0.2406, 0.3748, 0.4303, 0.3402, 0.3155, 0.3381, 0.2000, 0.2070, 0.2962, 0.2618, -1.0806, 2.0916, -0.8522, -0.4525, -0.4757, -0.5635, 0.3966, -0.0022, 0.3089, -0.6986, 0.2718, 0.4388, 0.3609, 0.0890, 0.1849, -0.0797, 0.0037, -1.3741, 0.3939, -0.2334, -0.3995, -0.5589, -0.7255, 0.3873, 0.3249, 0.2828, 0.3480, 0.3092, -0.0356, 0.3129, 0.2495, 0.1502, 0.2595, 0.2669, -0.9796, 0.3531, 0.7662, -0.5339, -0.2640, -0.7645, 0.5024, -0.1665, 0.3051, 0.3458, -0.6080, 0.0614, 0.1557, 0.3763, -0.0949, 0.2774, 0.2747, -1.5253, 0.0128, -1.2993, 0.3019, -0.8148, -0.4900, 0.4186, 0.3938, 0.3730, 0.2673, 0.6108, 0.4612, 0.3796, 0.3371, 0.0874, 0.2922, 0.2828, -1.3198, 0.8229, -0.1127, -0.4575, -0.3485, -0.6860, 0.4024, 0.2258, 0.2850, -0.3282, 0.5670, -0.1583, -0.2979, 0.5030, 0.3251, 0.2891, 0.2913, -1.2652, 0.0842, -0.0376, -0.3295, -0.5783, -0.3958, 0.3331, 0.4998, 0.1324, 0.4253, 0.3204, -0.1285, 0.2729, 0.2086, 0.2503, -0.0906, 0.2942, -0.6606, 1.8923, -0.5055, -0.2502, -0.8247, -0.6202, 0.1994, -0.3807, 0.5332, -1.1680, 0.5928, 0.3005, 0.3216, 0.3777, 0.2313, 0.2108, 0.2988],
  "de_lowest_kj_mol": 432.1,
  "total_charge": 1,
  "lumo_ev": -5.65,
  "gap_ev": 4.721
}